Entry 1:
Molecular formula: C12H36O6
Method: DFT, ωB97M-V with the def2-TZVPD basis set

```
54
Properties=species:S:1:pos:R:3:forces:R:3:lowdin_charge:R:1
H -0.986629 3.904094 -0.101617 0.33 0.56 -0.18 0.110
H -3.929955 0.107402 0.040222 -0.05 -0.67 -0.28 0.057
C 1.985888 -0.437728 2.951575 -0.85 0.49 0.37 -0.336
C -0.361644 -4.789727 -1.282596 0.78 -0.73 0.16 -0.095
H 0.049347 -4.071915 -1.992476 -0.04 0.10 0.14 0.071
H -2.420367 3.226275 -0.658813 -0.92 0.05 0.07 0.095
O -1.268756 -5.280935 0.842477 0.04 0.13 1.24 -0.056
O -2.028904 3.069181 1.394623 -0.28 -1.04 -0.18 -0.074
H -1.084859 -5.418025 -1.802504 -0.38 0.25 -0.08 0.071
C -0.934968 -4.219555 0.005994 -0.32 0.39 -2.42 -0.350
H -2.016389 5.675091 1.200873 0.34 -0.26 0.08 0.076
H -0.214701 -0.144102 1.293509 0.19 0.04 0.57 0.059
H -1.610148 0.313752 -1.098812 -0.28 0.31 0.44 0.098
H 4.730685 1.518991 0.054112 0.14 -0.11 -0.14 0.080
O -0.867346 0.392132 0.837311 -0.75 0.51 0.89 -0.067
H 5.658585 1.261001 -2.292590 0.97 0.28 -0.13 0.099
H -5.700050 0.149382 -0.077610 -0.15 0.23 -0.48 0.078
O -4.730583 0.297205 -2.774485 -0.44 -0.40 0.22 -0.069
H 7.177877 -0.512995 -1.019565 0.25 0.07 0.06 0.086
H 3.599156 1.188921 -1.280936 -0.13 0.03 0.09 0.067
C 3.450605 -0.235986 2.922110 1.53 -0.53 0.32 -0.083
H -2.725634 5.714941 -0.360901 -0.37 0.08 -0.08 0.074
H 1.523895 -0.720061 3.897600 0.59 0.23 0.57 0.120
H -1.751539 2.200433 1.094701 0.28 -0.74 0.83 0.034
H 4.089483 -1.104183 3.083840 -0.41 -0.59 0.50 0.078
H -1.789246 -3.651512 -0.362285 -0.62 0.21 0.62 0.096
H 4.103222 -0.141908 -0.227011 -0.25 0.21 0.36 0.057
C -4.782059 0.687316 -0.314331 1.11 0.67 0.21 -0.070
C 0.446086 -0.184288 -1.035207 -0.83 -0.88 -0.81 -0.071
H 0.691613 0.855135 -1.252998 0.40 -0.17 0.14 0.077
H -3.406581 1.403451 -1.743365 0.17 0.38 0.08 0.071
H 3.821933 0.045502 1.936728 -0.38 0.79 0.11 0.053
C -2.030657 3.788773 0.189607 0.94 0.16 0.48 -0.351
C 4.426220 0.788033 -0.694969 -0.30 -1.04 -0.89 -0.091
H -4.969526 2.165198 -1.939023 -0.27 -0.14 -0.08 0.111
H 1.205336 -0.746748 -0.491806 -0.03 0.54 0.61 0.057
O 6.665504 0.249399 -0.740578 1.12 -0.65 -0.26 -0.062
C 5.595711 0.405883 -1.619596 -1.80 1.74 0.32 -0.339
H -3.596994 5.054973 1.067406 -0.18 -0.46 -0.41 0.079
H -4.656219 1.532763 0.362033 -0.56 0.28 0.08 0.072
H 5.387276 -0.412262 -2.309010 0.01 -0.54 0.50 0.113
H 3.709701 0.451753 3.727085 0.23 0.36 -0.34 0.087
H 0.400464 -5.509887 -0.984849 0.47 0.15 -0.17 0.074
H 1.577337 0.542728 2.706837 -0.48 -0.09 -0.25 0.117
C -2.648969 5.092840 0.530847 -0.08 1.58 -0.52 -0.095
O 1.510899 -1.378062 2.028991 -0.27 -0.37 -1.11 -0.087
H -1.804592 -5.914480 0.359666 -0.03 0.07 -0.12 0.087
C -0.961168 -0.215983 -0.401464 1.52 -0.51 -1.63 -0.316
H -4.799909 -0.531750 -2.295309 -0.09 -0.41 -0.49 0.072
H -0.266593 -3.470203 0.430092 0.12 -0.54 0.65 0.104
H 1.945261 -2.209306 2.233832 -0.08 -0.20 -0.09 0.094
C -4.479840 1.213430 -1.732976 0.28 0.08 0.75 -0.323
H -1.336638 -1.237569 -0.342373 -0.08 -0.19 0.15 0.095
H 0.409382 -0.756810 -1.962014 -0.11 0.28 -0.49 0.069
```
Forces are in eV/Å.

## Properties
Gap between HOMO and LUMO (eV): 10.1
Structure (SMILES): CCO.CCO.CCO.CCO.CCO.CCO
Relative energy (zero: lowest compared OMol25 entry of this formula, charge and spin) (kJ/mol): 315.79
Net charge: 0

***

Entry 2:
Molecular formula: C7H15ClN
Method: DFT, ωB97M-V with the def2-TZVPD basis set

```
24
Properties=species:S:1:pos:R:3:forces:R:3:lowdin_charge:R:1
C 1.123999 -0.441227 0.110669 -2.32 -0.26 -0.81 -0.503
H 0.864666 2.714108 0.037843 0.81 -0.50 0.04 0.121
N 1.625054 0.711069 -0.135269 1.64 -0.05 -0.07 -0.244
C -1.644267 -0.771698 -1.480185 0.17 3.86 0.82 -0.020
Cl 2.153921 -1.681522 0.525398 0.41 -0.76 0.23 0.837
H 3.513512 0.908620 -0.997449 1.41 -0.92 -3.14 0.054
C -1.139727 -1.001947 -0.095671 0.69 0.76 0.45 -0.328
H -1.624987 -3.034596 -0.190034 -1.63 -0.52 -0.28 0.093
C 0.788602 1.783909 -0.549968 0.03 2.58 -1.22 -0.049
H -2.498181 0.547740 0.672286 1.31 0.10 0.21 0.110
C -1.617256 -0.063763 0.989382 -1.53 -1.94 0.92 -0.044
C 3.077490 0.971235 -0.092657 -0.66 3.34 4.88 -0.032
C -0.863067 -2.404103 0.175926 1.58 -0.96 1.02 -0.112
H -2.035992 -0.722860 1.823107 0.47 0.71 -0.95 0.123
H -0.735832 0.365032 1.427922 -0.34 0.99 0.27 0.069
H 0.869949 2.108665 -1.623573 0.43 -0.69 0.89 0.137
H -1.031632 0.047704 -1.973043 -0.79 -0.87 0.43 0.116
H -0.200530 1.541453 -0.388416 -2.10 -0.90 0.09 0.034
H -0.643916 -2.733952 1.230698 0.01 0.69 -1.13 0.122
H 3.549223 0.372837 0.735414 -0.38 0.66 -1.24 0.084
H -2.693821 -0.334590 -1.409581 1.19 -0.83 -0.19 0.135
H -0.075469 -2.700646 -0.534760 0.15 -0.10 0.55 0.084
H -1.560696 -1.627534 -2.044247 -0.12 -1.82 -1.45 0.059
H 3.220841 2.131315 0.178221 -0.45 -2.59 -0.34 0.153
```
Forces are in eV/Å.

## Properties
Gap between HOMO and LUMO (eV): 9.5
Relative energy (zero: lowest compared OMol25 entry of this formula, charge and spin) (kJ/mol): 380.22
Net charge: +1

***

Entry 3:
Molecular formula: C15H35N2O7P
Method: DFT, ωB97M-V with the def2-TZVPD basis set

```
60
Properties=species:S:1:pos:R:3:forces:R:3:lowdin_charge:R:1
H -1.845623 -2.910380 -6.080423 -0.05 -0.05 0.20 0.087
C -2.874660 -3.460170 -2.865722 -0.01 0.32 0.16 -0.049
H 0.275569 -5.510979 -2.010776 -0.22 -0.07 0.03 0.096
C -2.401100 -1.394825 -4.067871 -0.18 -0.69 0.44 -0.313
H 0.085983 5.164941 4.646895 -0.28 -0.92 -2.01 0.141
N 1.134887 -6.983313 -3.202230 0.65 0.60 -1.12 -0.209
H -1.306840 -4.224501 -5.003311 0.00 0.00 -0.23 0.069
C 1.937468 7.228092 1.804942 0.81 -0.76 -0.36 -0.371
H -3.878125 -3.124539 -2.587615 0.09 -0.14 0.14 0.093
H 0.751647 -0.969223 4.664044 -0.28 1.88 -1.67 0.113
O 2.691016 10.115184 1.797730 -0.52 -3.28 0.47 -0.367
H 2.484092 -6.710296 -4.755199 -0.03 -0.07 0.10 0.130
H 2.590141 8.664387 -1.406017 0.47 0.11 1.88 0.057
H -0.839908 -6.335434 -3.124746 -0.03 0.05 0.20 0.082
O 3.042749 8.623014 -0.511518 -1.46 -0.03 0.96 -0.375
O 0.577026 6.779379 2.215621 2.13 -1.07 0.13 -0.265
H 1.242794 -0.418277 2.923915 -1.56 0.91 1.86 0.128
H 0.933977 1.447441 5.669256 0.33 -0.40 -2.33 0.121
H 1.880382 5.190905 2.799951 -2.44 -0.17 -1.00 0.114
H -2.181579 -3.205395 -2.058338 -0.17 -0.13 0.06 0.088
C 1.708446 -8.260056 -2.831754 -0.15 0.14 0.06 -0.066
C -0.201050 4.692657 3.608348 -1.13 1.24 -0.47 -0.162
H -0.269907 -7.176133 -1.652879 0.13 0.08 -0.19 0.090
C 0.609507 -0.086516 3.873323 -0.04 -0.34 1.01 -0.219
C 1.266492 1.251089 4.556981 0.73 0.18 -0.77 -0.176
H 1.972994 3.347775 4.002218 -1.99 -1.13 -0.50 0.122
O -1.122673 -0.483489 1.044382 -0.92 1.97 0.26 -0.288
H 2.548801 -8.518473 -3.481985 -0.16 0.12 0.07 0.085
H -1.392513 -1.111793 3.503944 0.79 2.43 0.00 0.118
H 2.655747 7.314505 2.740010 -1.32 -0.45 -1.75 0.113
H -3.011893 -4.143152 -5.535194 0.11 -0.03 -0.16 0.088
C -2.136656 -3.554358 -5.245934 0.01 -0.13 0.19 -0.059
C 1.107380 2.626452 3.645957 1.24 -0.69 -0.34 -0.223
N -2.465329 -2.772209 -4.072685 0.10 1.48 -0.20 -0.199
H 0.938184 -9.031970 -2.916815 0.19 -0.11 0.07 0.089
H -2.079344 -0.974578 -5.035048 0.00 -0.14 -0.01 0.130
C 0.007134 -6.477777 -2.447109 0.00 0.29 -0.15 -0.051
H 0.609672 4.819735 1.367224 0.20 0.51 2.13 0.149
H -2.444910 0.989832 2.000699 2.34 -0.59 0.00 0.131
H 2.059249 -8.203467 -1.797207 0.04 -0.22 -0.07 0.090
H -1.636191 0.531282 4.394969 1.60 -0.73 -1.79 0.121
H -2.561014 -0.984679 -0.453116 1.65 2.07 0.21 0.097
C 1.627597 -6.234268 -4.249848 -0.55 0.02 0.55 -0.321
H 2.848042 9.731398 2.722837 -0.15 0.78 -1.91 0.058
H -1.306654 5.051911 3.366409 2.28 -0.95 0.59 0.147
O 1.191047 -5.150309 -4.614916 0.06 -0.81 0.45 0.000
O -0.236184 3.224023 3.688603 1.84 1.34 0.01 -0.219
C -0.994743 0.012793 3.550007 -0.16 -1.05 -1.02 -0.168
H -2.208948 0.936909 -0.167094 0.67 -2.30 -0.42 0.097
H -0.955873 -0.135651 -1.136476 -1.63 -0.14 2.03 0.099
C 0.753366 5.303323 2.423701 1.07 -0.07 0.60 -0.190
H 1.337185 2.403862 2.498261 -0.31 0.19 2.42 0.134
O -2.664552 -0.674897 -3.113349 0.10 -0.72 -0.57 -0.010
P 1.892856 8.890652 0.796575 0.45 1.08 -0.69 0.930
H 2.310754 6.413342 1.018408 -0.29 1.85 1.69 0.112
H -2.877987 -4.542432 -3.020479 0.03 0.23 -0.08 0.080
C -1.745181 -0.146255 -0.247057 -0.20 -0.01 -0.37 -0.134
C -1.319055 0.627927 2.032429 0.35 -0.52 0.54 -0.199
H -0.555739 1.476302 1.724083 -1.80 -1.47 0.83 0.118
H 2.442047 1.050682 4.610987 -2.46 0.51 -0.14 0.118
```
Forces are in eV/Å.

## Properties
Gap between HOMO and LUMO (eV): 9.5
Structure (SMILES): COCCCCCOCCOCP(O)O.CN(C)C=O.CN(C)C=O
Net charge: 0

***

Entry 4:
Molecular formula: C26H48O2P2Rh
Method: DFT, ωB97M-V with the def2-TZVPD basis set

```
79
Properties=species:S:1:pos:R:3:forces:R:3:lowdin_charge:R:1
C 0.485421 4.641424 -2.914637 -0.46 -0.33 0.55 -0.222
C -0.756049 -3.618592 -1.740297 -0.23 -0.38 3.07 -0.193
H 2.151260 1.949928 2.422084 0.40 -0.05 -0.50 0.100
H -1.113373 -0.177683 -3.003977 0.05 0.20 0.52 0.102
H 1.894699 -1.210484 0.831867 -0.16 -0.17 0.10 0.060
C 0.326416 -2.725797 -3.942966 0.13 -0.16 -0.23 -0.032
H -3.882042 -0.568441 0.211523 -0.21 -0.20 0.12 0.115
H -2.417390 2.030614 5.378452 -0.01 0.01 -0.23 0.042
H -2.121801 -4.426536 0.719120 0.10 -0.01 -0.07 0.080
H -3.800532 -0.409847 -2.059668 0.28 -0.02 -0.03 0.118
H -0.947002 -3.581484 1.738910 -0.12 -0.12 -0.17 0.072
P 1.266828 2.992915 -2.984740 0.25 1.40 -0.47 0.971
H -2.619764 -4.678187 -1.882625 0.20 -0.04 -0.07 0.087
H 2.987022 3.749030 -1.464802 -0.03 -0.38 -0.59 0.065
C 0.481563 -2.399482 -0.220967 -0.06 -0.18 -1.02 -0.171
H 1.716663 -2.859353 1.452487 -0.24 0.16 -0.06 0.110
H 2.935660 -1.641243 -1.869143 -0.05 0.28 -0.13 0.100
H 0.396070 -3.744165 -4.354495 -0.10 0.27 0.06 0.093
H -3.694239 3.276028 -0.023250 -0.30 -0.25 0.01 0.113
H 1.081191 5.378267 -3.476679 -0.10 -0.29 0.15 0.072
C 0.863677 -1.988099 -1.535777 -1.00 -0.86 -1.05 -0.219
C -0.231699 0.114002 5.156632 0.19 0.03 0.22 -0.312
H -2.535865 -1.658210 -2.008692 -0.28 0.19 0.06 0.099
C -1.920699 1.720966 -2.259866 -1.51 -0.57 -1.87 -0.312
O 1.761863 1.292692 0.473097 -0.11 0.10 0.76 -0.177
H -2.467697 -1.648352 0.231106 -0.34 -0.08 -0.13 0.097
H -3.115219 -0.593162 6.018842 0.05 -0.15 -0.32 0.045
H 1.266976 -2.217676 -4.180422 -0.18 -0.07 -0.01 0.073
H 3.007758 2.813672 1.090421 0.05 -0.37 0.41 0.090
H -3.336897 3.324671 -2.200259 -0.07 -0.19 -0.11 0.106
H 0.099043 -0.907215 5.401936 -0.07 0.35 -0.05 0.039
C -2.002257 0.338666 0.557947 -2.59 0.84 2.46 -0.331
C -1.740826 0.272666 -2.217490 -1.15 0.08 -2.59 -0.289
C 2.982385 3.150919 -2.401062 -0.07 -0.57 0.49 -0.218
H -3.295588 1.890511 3.817728 0.24 0.01 0.17 0.037
C 1.167021 -2.006394 1.020514 0.33 0.31 0.46 -0.014
H 2.085411 -0.322855 -1.033120 0.08 -0.20 -0.35 0.042
H -3.862930 -0.961849 4.422262 0.38 -0.02 0.30 0.037
C -2.803472 -0.651185 -1.659576 -0.08 -0.57 -0.46 -0.154
C -2.851775 -0.686226 -0.119883 0.06 -0.56 0.35 -0.173
H 3.486586 1.125148 1.523133 0.19 -0.09 0.06 0.091
H 0.404749 4.940287 -1.849999 0.02 -0.06 -0.59 0.065
H -2.540737 -1.992344 5.037537 -0.20 0.45 0.02 0.037
C -3.286579 2.280488 -1.873698 0.26 0.62 -0.28 -0.175
H -0.530969 4.559699 -3.348435 0.56 0.14 0.25 0.056
C 0.635115 2.037629 0.409303 0.68 1.47 -0.98 -0.516
H 0.248770 2.844835 -5.172789 0.54 -0.25 0.29 0.068
H -1.187543 -5.669986 -2.211642 -0.11 0.24 0.01 0.098
H 1.860864 -0.542587 -2.776668 0.06 -0.08 0.01 0.056
H 0.573250 0.608452 4.585853 -0.24 -0.17 0.31 0.023
C 0.118771 -2.758713 -2.472175 1.83 1.89 0.93 -0.193
H -1.616684 2.472694 3.832702 -0.17 -0.15 0.18 0.031
H 3.339216 2.123859 -2.175089 0.00 0.65 -0.11 0.058
H -1.954815 2.429056 1.220602 0.10 -0.40 -0.69 0.109
H 1.134888 1.340825 -4.686868 0.08 0.67 -0.35 0.052
C 1.990422 -1.077894 -1.828052 0.43 0.46 0.14 -0.064
C -2.272461 1.782170 0.377755 -2.37 -1.38 2.54 -0.290
H -0.489897 -5.086954 0.953173 -0.21 0.08 -0.01 0.092
H -1.350399 2.323498 -2.980402 -0.26 -0.39 -0.17 0.048
C -1.065426 -4.159624 0.812260 -0.01 -0.13 0.36 -0.044
H -0.478476 -2.206664 -4.481789 0.01 -0.13 0.08 0.086
C -1.620913 -4.664771 -2.338264 -0.27 -0.18 -0.29 -0.031
H -1.587971 0.084239 1.550017 0.07 -0.04 -0.62 0.016
C -3.512696 2.248861 -0.357538 0.37 0.71 0.22 -0.164
H 3.620243 3.619777 -3.168681 -0.29 -0.14 0.22 0.070
C -2.917721 -0.954009 4.995519 -0.22 -0.15 0.25 -0.316
H -4.381027 1.638787 -0.104547 0.04 -0.02 0.12 0.114
C -2.320468 1.778203 4.314137 -0.17 -0.03 -0.08 -0.304
P -1.707384 0.059406 4.073995 0.18 0.03 -0.33 0.789
C -0.536237 -3.389621 -0.345241 -0.54 -0.64 -2.01 -0.215
H -1.736832 -4.497646 -3.417510 -0.07 -0.09 0.25 0.078
Rh -0.851331 1.144332 -0.733928 6.75 1.48 0.72 1.096
H -0.416331 0.682816 6.082854 0.12 -0.27 -0.23 0.044
C 2.670231 1.828684 1.453003 0.12 0.41 0.16 -0.054
H 0.465677 -1.637706 1.781840 0.06 -0.14 -0.05 0.079
H -4.092452 1.740450 -2.381906 0.21 0.06 -0.11 0.112
O 0.580408 3.139444 0.933502 -0.33 -1.02 -0.25 0.005
H 2.064471 2.784451 -5.277877 -0.28 -0.11 0.20 0.068
C 1.178225 2.452530 -4.713790 -0.22 -0.76 0.07 -0.226
```
Forces are in eV/Å.

## Properties
Gap between HOMO and LUMO (alpha / beta) (eV): 6.5 / 2.8
Relative energy (zero: lowest compared OMol25 entry of this formula, charge and spin) (kJ/mol): 390.78
Net charge: +1
Multiplicity: 5

***

- What is the formula in the first record?
  C12H36O6